# 1
A structure of composition C5H8O at a distorted geometry, computed with wB97M-V/def2-TZVPD.

The geometry in XYZ format:
```
14
Properties=species:S:1:pos:R:3:forces:R:3:lowdin_charge:R:1
C 1.3414 0.5288 0.5875 -0.8 0.3 0.4 -0.165
C -1.3098 0.9279 -0.3641 1.3 0.2 -0.6 -0.170
O 1.6597 -0.8726 0.5391 0.0 -0.1 -0.1 -0.132
H 0.3765 -1.8429 -0.8597 0.2 -0.5 0.1 0.098
H -1.3787 1.8042 0.2856 0.3 0.0 -0.4 0.104
H -1.6664 -0.3356 1.4481 0.6 0.3 -0.4 0.086
C 0.9985 -0.9693 -0.7392 -0.7 -0.3 -0.3 -0.153
H 1.0790 0.9469 1.5530 0.1 -0.3 0.5 0.109
C 0.1342 0.2741 -0.3445 -2.0 -0.6 1.3 -0.134
H -2.0007 -1.1312 -0.1276 1.1 0.2 0.0 0.092
H 1.7924 -0.9848 -1.5125 -0.6 0.7 0.0 0.119
H 2.2531 1.0738 0.2383 -1.0 0.0 -0.4 0.126
H -1.8863 1.0403 -1.2807 0.3 0.1 0.0 0.095
C -1.4353 -0.3236 0.3760 1.3 -0.1 -0.1 -0.076
```
Positions in Å, forces in eV/Å.

## Properties
LUMO energy (eV): 1.1
Orbital gap (eV): 9.88
F_max (eV/Å): 2.47
Total charge: 0
HOMO energy (Ha): -0.322
Energy relative to the best compared isomer or geometry (same formula, charge and spin) (kJ/mol): 414.55



# 2
The molecule C5H4N2 at a distorted geometry, computed with wB97M-V/def2-TZVPD.

The geometry in XYZ format:
```
11
Properties=species:S:1:pos:R:3:forces:R:3:lowdin_charge:R:1
C -0.0314 -0.3058 1.0263 0.6 0.7 -0.6 -0.418
C -0.9327 -0.8272 0.0077 0.4 0.3 0.3 -0.010
N 0.1500 0.7515 -1.4844 -0.5 -1.1 -0.8 0.071
H -1.6410 -1.6331 0.1961 0.1 0.4 0.0 0.113
C -0.8362 -0.1544 -1.1721 0.2 0.4 -0.4 -0.146
N -0.2863 -0.2075 2.2852 0.1 -0.3 0.5 0.168
H 0.4978 0.3575 2.6378 -0.3 -0.3 0.5 0.054
H -1.5628 -0.2864 -1.9712 0.0 0.0 0.2 0.110
C 1.3105 0.6955 -0.8173 0.1 0.8 1.5 -0.196
H 2.1884 1.1910 -1.2256 -0.2 -0.2 -0.1 0.102
C 1.1438 0.4189 0.5175 -0.6 -0.7 -1.1 0.154
```
Positions in Å, forces in eV/Å.

## Properties
LUMO energy (spin up / spin down) (eV): -2.0 / -1.6
Orbital gap (spin up / spin down) (eV): 7.60 / 7.24
F_max (eV/Å): 1.68
Total charge: 0
HOMO energy (spin up / spin down) (Ha): -0.354 / -0.327
Energy relative to the best compared isomer or geometry (same formula, charge and spin) (kJ/mol): 431.30



# 3
The molecule C23H37N5O3 at a distorted geometry, computed with wB97M-V/def2-TZVPD.

The geometry in XYZ format:
```
68
Properties=species:S:1:pos:R:3:forces:R:3:lowdin_charge:R:1
H -9.8326 -2.1545 1.7920 -0.1 0.0 0.1 0.076
H 3.4943 -1.4092 -0.5029 0.0 -0.1 -0.1 0.108
H 5.4834 -1.3552 -1.6652 0.0 0.0 0.0 0.113
N -3.9239 -0.5746 -0.7539 0.6 -0.1 0.1 0.075
C -9.4587 -1.9799 0.7860 0.2 0.2 0.1 -0.083
H -0.6966 -0.0299 0.5264 0.0 -0.1 0.1 0.130
H 9.2734 -1.3905 1.3094 0.0 0.1 0.0 0.127
H 2.5095 -0.2530 -1.4094 0.0 0.0 0.0 0.115
N -5.0295 -1.3085 -0.8347 -0.2 0.2 0.0 0.037
O -3.9962 2.8065 0.3805 -0.3 -0.1 0.1 0.050
H -6.1032 -2.1207 1.6195 0.1 0.0 0.0 0.073
H -0.5907 2.2662 1.5131 0.0 0.0 0.1 0.130
H 6.0489 -2.6827 -0.6284 0.0 0.1 -0.1 0.135
H 2.4141 3.1747 0.8439 0.0 0.0 0.0 0.111
C -5.7334 0.6858 -0.3296 0.1 -0.2 -0.1 0.048
C 7.6310 -1.4905 -1.4818 -0.4 -0.1 -0.1 -0.188
C -7.5099 -1.2070 -0.5943 -0.1 0.1 0.4 -0.120
H 6.9504 -2.2019 1.5821 0.0 0.0 0.0 0.133
H 2.9246 -0.2416 1.6182 0.0 -0.1 0.0 0.129
C -7.1225 -2.4922 1.5430 -0.1 0.3 0.0 -0.075
H 0.3792 3.5324 0.7623 0.0 0.0 0.0 0.106
C -1.3958 3.0409 -0.3294 0.0 0.4 0.4 -0.135
C 7.1136 -1.1683 1.2576 0.3 0.1 0.1 -0.110
C -3.4920 1.8503 -0.1941 0.4 0.3 -0.1 -0.395
H -4.9622 -2.2914 -1.0502 0.0 0.2 0.0 0.164
O 8.6064 -1.8435 -0.5329 0.1 -0.1 0.0 -0.130
C 2.8162 2.1623 0.8047 0.2 0.2 0.1 -0.171
H -8.2038 -0.5255 -1.0906 0.0 -0.1 -0.1 0.124
N -2.2123 1.8853 -0.6293 0.1 0.2 0.0 -0.045
H -7.4912 -2.1450 -1.1557 -0.1 0.0 -0.1 0.123
H -1.0260 3.4665 -1.2709 0.0 0.0 0.0 0.131
H -1.0838 1.2289 -2.2302 0.0 0.0 0.0 0.131
H -10.1048 -1.2504 0.3031 -0.1 0.0 -0.1 0.076
C 6.2120 -1.6345 -0.9088 0.3 0.0 -0.3 -0.128
H 7.0132 -0.4918 2.1065 0.0 -0.1 -0.1 0.123
H -2.1378 -0.0030 -1.4816 0.3 0.2 -0.1 0.088
H -9.5199 -2.9143 0.2312 0.0 -0.1 -0.1 0.080
H -7.4898 -2.6801 2.5490 0.0 -0.1 0.1 0.078
H -7.1117 -3.4376 1.0028 0.0 -0.2 -0.1 0.081
C 2.2829 -0.1279 0.7387 0.0 -0.2 -0.2 -0.173
C -0.2202 2.6458 0.5604 0.0 0.0 -0.4 -0.110
N 1.7246 1.2047 0.8088 -0.2 0.0 0.0 -0.126
H 3.2214 2.3238 -1.3169 0.0 0.0 0.0 0.110
H 3.3991 1.9946 1.7124 0.0 0.1 -0.1 0.116
C 3.1293 -0.3809 -0.5183 0.0 0.0 0.2 -0.120
H 1.4873 -0.8690 0.8134 0.1 0.0 0.0 0.110
C 5.3408 0.2919 0.4811 -0.1 -0.1 -0.4 -0.416
C -6.1553 -0.5966 -0.5923 0.0 0.3 -0.1 -0.258
H 7.7832 -0.4496 -1.8097 0.0 -0.1 0.0 0.131
C 8.5002 -1.0410 0.6244 -0.2 0.0 0.3 -0.179
H 1.0126 1.9353 -1.0626 -0.1 0.0 0.0 0.144
C 3.7544 2.0412 -0.4054 0.0 -0.1 0.2 -0.121
H -2.0294 3.7757 0.1701 0.1 -0.1 -0.2 0.119
H 4.7796 0.5606 -1.5651 0.0 0.0 0.1 0.135
C -1.4741 0.8361 -1.2809 0.1 -0.5 -0.1 -0.150
C -8.0178 -1.4802 0.8335 -0.1 -0.3 -0.1 -0.430
H -6.3222 1.5453 -0.0897 -0.2 0.2 0.1 0.117
H 0.2195 -0.4189 -0.9415 0.0 -0.1 0.0 0.107
C -4.3273 0.6542 -0.4471 -0.8 -0.7 0.0 -0.185
C 0.6304 1.5483 -0.0995 -0.2 0.0 0.3 -0.323
O 5.4904 0.9651 1.4836 -0.1 0.3 0.3 0.062
H 7.7718 -2.1615 -2.3309 -0.1 0.1 0.0 0.127
N 6.0980 -0.8192 0.2790 0.3 -0.3 0.2 -0.048
H -7.9876 -0.5375 1.3892 0.0 0.0 0.0 0.138
C 4.2961 0.6168 -0.5822 0.0 0.2 -0.1 -0.228
C -0.3037 0.3743 -0.4072 0.1 0.3 -0.3 -0.120
H 4.5860 2.7336 -0.2706 0.0 0.1 -0.1 0.120
H 8.6882 0.0126 0.3679 0.0 -0.1 0.0 0.132
```
Positions in Å, forces in eV/Å.

## Properties
LUMO energy (eV): 0.7
Orbital gap (eV): 8.68
F_max (eV/Å): 1.04
Total charge: 0
HOMO energy (Ha): -0.295
Energy relative to the best compared isomer or geometry (same formula, charge and spin) (kJ/mol): 182.79



# 4
A structure of composition C14H38F6N11O18S2Zn2 at a distorted geometry, computed with wB97M-V/def2-TZVPD.

The geometry in XYZ format:
```
91
Properties=species:S:1:pos:R:3:forces:R:3:lowdin_charge:R:1
H 14.9047 -1.9220 -9.4337 0.0 0.1 -0.3 0.108
O 16.2774 -5.3628 -9.0190 -0.2 -0.1 -0.7 -0.038
H 19.1315 -3.7969 -7.6284 -0.2 -0.4 0.0 0.099
O 17.0514 -4.2463 -6.6750 2.5 10.8 -16.5 0.059
N 21.1795 -5.0402 -9.8106 -0.3 0.3 0.8 0.188
H 16.7636 -8.0013 -5.0151 0.4 0.3 0.0 0.124
N 13.8619 -7.3883 -12.0805 -0.6 0.1 -0.4 0.195
C 14.8572 -3.2142 -6.5896 -0.6 -0.1 0.2 -0.195
H 14.9766 -4.3046 -8.2473 -0.1 -0.1 0.1 0.034
C 12.6966 -6.6265 -8.0824 0.4 0.2 1.3 -0.216
O 18.5074 -3.9134 -15.0526 0.3 -0.2 -0.2 -0.232
N 17.7658 -0.8598 -10.4497 -0.8 -0.3 -0.2 0.202
O 19.8181 -6.3945 -14.1845 -0.4 0.6 -0.5 -0.236
N 18.0649 -5.1297 -12.7876 0.8 0.9 -1.5 -0.328
O 13.5781 -7.4673 -7.3272 -0.2 -0.1 -0.4 -0.092
F 20.2022 -2.5081 -12.0804 0.3 0.0 0.3 0.141
O 18.2822 -9.2492 -9.6825 -0.1 -0.4 -0.2 -0.017
H 15.0464 -11.7997 -6.2963 0.0 0.0 0.0 0.110
H 11.6891 -8.5283 -12.2345 -0.4 -0.3 0.1 0.118
H 11.4921 -6.1068 -6.3708 0.1 0.2 -0.1 0.122
Zn 16.4293 -8.8752 -10.2728 -0.4 -0.6 1.0 0.851
H 13.4380 -12.0177 -7.8781 0.1 0.0 0.0 0.108
C 20.2880 -3.3336 -13.1154 -0.8 -0.3 -0.4 -0.657
H 17.5963 0.1052 -10.2379 0.2 0.1 0.1 0.113
O 18.6471 -7.5267 -12.4039 -0.6 0.3 -0.1 -0.303
C 16.3997 -7.4222 -5.8690 -0.5 -0.9 0.0 -0.214
H 14.8070 -7.0503 -12.1427 0.2 -0.3 0.4 0.069
F 16.7801 -6.0549 -15.2817 -0.2 0.0 -0.1 0.160
H 11.6967 -8.5170 -7.2060 0.0 0.0 0.3 0.061
H 10.6189 -6.1388 -7.9434 0.0 0.3 0.2 0.119
H 20.3911 -7.8743 -7.7576 0.1 0.0 -0.1 0.114
O 16.5675 -6.8659 -10.6291 -0.3 1.1 -0.4 -0.126
N 19.6274 -8.4512 -8.0511 -0.4 -0.9 -0.1 0.213
C 16.7599 -1.7678 -10.3093 0.8 0.2 1.2 -0.587
H 18.7055 -1.2071 -10.4948 0.0 0.0 -0.3 0.105
O 18.9222 -4.9682 -9.8660 0.1 0.1 -0.3 -0.007
H 22.0092 -4.8742 -9.2711 0.2 0.0 -0.3 0.110
H 15.0334 -5.7736 -6.1695 -0.3 -0.4 -0.2 0.087
C 19.9751 -4.6947 -9.2768 -0.4 -0.5 -0.2 -0.601
H 13.2669 -7.0463 -12.8184 -0.1 0.0 0.1 0.119
O 16.6482 -5.1362 -5.1102 -3.7 -6.6 11.3 -0.082
H 12.5654 -7.0126 -9.0971 0.1 0.2 -0.1 0.112
H 18.8592 -8.5983 -7.4113 0.0 0.4 0.2 0.100
O 17.4681 -7.1725 -6.7646 1.2 0.4 1.1 -0.093
H 20.0499 -8.4997 -11.2249 0.1 0.0 0.1 0.084
O 17.0164 -2.9809 -10.3891 -0.5 -0.1 -0.1 -0.042
O 15.9547 -10.4768 -9.0409 0.6 -0.1 -0.1 -0.007
H 16.7374 -2.3090 -7.3163 -0.3 -0.1 -0.1 0.123
O 14.3731 -3.6497 -7.8620 0.2 0.5 -0.3 -0.083
H 17.0154 -4.8327 -5.9516 0.7 -4.6 4.7 -0.354
F 20.9609 -4.4221 -12.7712 0.1 0.1 0.1 0.138
N 13.9965 -11.5082 -8.5382 0.1 0.0 0.2 0.188
N 20.3247 -8.4709 -10.2533 -0.3 -0.4 0.2 0.193
O 10.9283 -7.9479 -7.0782 0.1 0.0 -0.4 -0.070
H 13.5888 -11.3273 -9.4337 0.3 0.2 -0.1 0.091
H 16.6696 -2.6310 -5.5769 -0.3 0.1 -0.1 0.148
C 15.2519 -11.0737 -8.2308 -1.0 -0.4 0.4 -0.591
Zn 17.1364 -4.8590 -11.0292 0.9 0.1 1.0 0.795
H 14.2924 -2.3147 -6.3360 0.3 0.2 -0.2 0.132
O 16.0346 -7.5797 -8.6310 -0.9 0.6 -1.5 -0.056
C 16.2616 -6.5747 -9.3804 -0.3 -0.7 -0.1 -0.750
H 16.7760 -4.6315 -7.5342 0.6 -0.3 -0.2 0.093
N 15.6548 -11.3659 -6.9648 0.1 0.1 -0.4 0.194
H 21.2092 -5.5103 -10.6949 0.0 0.0 0.0 0.095
C 19.3775 -8.7737 -9.3287 0.7 1.4 -0.6 -0.583
F 20.8903 -2.7322 -14.1163 0.1 0.1 0.0 0.185
S 18.6176 -6.5080 -13.4256 0.4 -1.6 0.7 0.618
N 19.9900 -4.0787 -8.0727 0.5 0.0 -0.3 0.210
H 15.4037 -0.3105 -9.9866 -0.4 0.0 0.3 0.115
S 18.5053 -3.7333 -13.6490 -0.7 -0.3 1.0 0.670
C 17.2420 -7.0678 -14.5733 0.7 0.5 0.2 -0.665
C 16.3466 -2.9953 -6.5552 0.5 0.2 0.8 -0.096
H 14.4700 -7.3712 -7.6998 -0.2 -0.2 0.1 0.028
N 15.5751 -1.2916 -9.8640 0.3 -0.2 -0.6 0.203
H 17.0888 -7.0474 -7.6476 0.1 -0.5 1.0 0.010
O 17.7037 -2.7244 -13.0309 0.1 0.2 -0.2 -0.282
H 13.1028 -5.6120 -8.0111 -0.2 0.0 -0.7 0.104
H 14.5747 -3.9387 -5.8174 0.3 0.1 -0.1 0.116
O 14.4194 -9.1926 -10.8098 0.0 0.0 -0.4 -0.013
H 15.6934 -8.0951 -6.3750 -0.1 0.1 0.3 0.094
H 16.6092 -11.2117 -6.6981 0.0 0.2 -0.1 0.117
F 17.7261 -7.9958 -15.3725 -0.1 -0.2 0.0 0.179
H 15.1281 -6.3375 -4.4943 -0.3 -0.3 -0.1 0.126
H 20.8145 -4.1676 -7.5063 -0.1 0.2 0.2 0.112
F 16.2403 -7.5752 -13.8422 -0.1 -0.1 0.0 0.119
N 12.3331 -9.0776 -11.6970 0.9 0.6 0.0 0.205
C 11.3862 -6.6163 -7.3300 -0.4 -0.7 -0.2 -0.229
H 12.1010 -9.9561 -11.2777 -0.3 0.0 0.0 0.118
C 15.7102 -6.1593 -5.3967 1.2 1.3 0.6 -0.222
C 13.5774 -8.5841 -11.5085 0.6 0.2 0.1 -0.584
H 21.2611 -8.2238 -9.9978 0.0 0.0 0.0 0.106
```
Positions in Å, forces in eV/Å.

## Properties
LUMO energy (eV): -2.3
Orbital gap (eV): 7.48
F_max (eV/Å): 19.94
Total charge: +1
HOMO energy (Ha): -0.359